Here is a structure of composition C2H23HgO10 from OMol25. Energies are from the ωB97M-V functional and the def2-TZVPD basis.

XYZ file:
```
36
Properties=species:S:1:pos:R:3:forces:R:3:nbo_charge:R:1
Hg 1.602795 -2.310194 -1.134226 -0.445 1.611 1.489 1.63
C 0.242638 1.299720 -1.123127 -0.070 -0.042 -1.027 -0.65
C -0.292777 0.089982 -0.381587 0.604 0.129 -0.201 -0.08
O 0.709197 -0.734566 0.182290 0.459 -0.669 -0.487 -0.99
H -0.612368 1.885675 -1.472081 0.122 0.223 0.146 0.24
H 0.766626 1.004284 -2.043766 -0.028 -0.198 0.100 0.19
H 0.960849 1.936950 -0.610853 -0.331 -0.129 0.630 0.22
H -0.893960 -0.474389 -1.109858 -0.314 0.084 0.264 0.14
H -0.929300 0.447737 0.441392 -0.077 -0.132 -0.067 0.17
O -3.556736 2.125414 -1.755858 0.289 0.031 -0.244 -0.93
H -3.039327 1.661301 -1.091627 -0.306 0.008 0.215 0.46
H -3.262981 3.041719 -1.712683 -0.089 -0.006 0.013 0.47
O -0.372832 -3.486552 -0.482430 -0.437 -0.384 -0.022 -1.00
H -0.607817 -4.356276 -0.132097 0.132 -0.018 -0.103 0.52
H -1.110513 -2.906375 -0.252074 0.169 0.100 0.033 0.51
O -0.096915 -0.793498 2.988649 -0.108 0.067 -0.285 -0.96
H 0.066793 -0.675207 2.038375 0.172 -0.228 -0.046 0.48
H -1.007975 -1.101015 3.055631 0.056 -0.020 0.158 0.47
O -0.829305 2.214138 3.489809 -0.087 0.024 -0.251 -0.94
H -0.793214 1.323662 3.121186 0.207 -0.023 0.249 0.47
H -0.071358 2.671228 3.110730 0.003 0.006 0.076 0.47
O 0.541749 -1.628350 -3.076868 -0.349 -0.662 -0.470 -1.00
H 0.196688 -0.838688 -3.519991 0.291 0.181 0.243 0.54
H -0.008803 -2.358499 -3.395165 0.024 0.122 -0.135 0.51
O 2.738355 -2.954840 0.830999 -0.041 -0.226 0.043 -0.98
H 2.244640 -2.658163 1.612990 -0.028 0.190 -0.166 0.53
H 3.141515 -3.797633 1.082008 0.059 0.046 -0.146 0.52
O 2.814863 1.190017 1.530451 -0.259 -0.124 -0.284 -0.95
H 2.699443 0.729799 2.368856 -0.002 0.099 0.030 0.47
H 2.119890 0.829613 0.956687 0.184 -0.119 0.249 0.47
O -3.995819 0.100353 0.563536 0.277 -0.157 -0.087 -0.92
H -3.098150 -0.192308 0.748900 -0.054 0.007 0.150 0.45
H -4.487278 -0.712364 0.400891 -0.134 0.115 -0.017 0.47
O 2.826247 3.346479 -2.065638 0.056 -0.178 -0.040 -0.93
H 1.958708 3.058537 -1.770000 0.060 0.170 -0.018 0.46
H 3.436433 3.022310 -1.393452 -0.005 0.104 0.012 0.47
```
Positions in Å, forces in eV/Å.

Summary:
**Kohn-Sham gap**: 0.239 Eh
**ΔE to the lowest compared entry with this formula, charge and spin**: 0.0 kJ/mol
**LUMO energy**: -6.690 eV
**Total charge**: +1
**E**: -27087.7550 eV